1.
{"formula": "C33H29BNO8", "method": "wB97M-V/def2-TZVPD", "elements": ["C", "N", "C", "C", "O", "B", "O", "C", "C", "O", "O", "H", "H", "H", "H", "H", "H", "H", "H", "H", "H", "H", "H", "H", "C", "C", "C", "C", "C", "C", "C", "O", "C", "C", "C", "C", "C", "C", "C", "O", "H", "H", "H", "H", "H", "H", "H", "H", "C", "C", "C", "C", "C", "C", "C", "O", "C", "C", "C", "C", "C", "C", "C", "O", "H", "H", "H", "H", "H", "H", "H", "H"], "positions_angstrom": [[-4.237, 3.327, -0.332], [-4.000, 1.986, -0.979], [-3.764, 2.046, -2.460], [-2.767, 3.233, -2.991], [-3.375, 4.600, -3.138], [-2.237, 5.482, -2.817], [-0.976, 4.737, -2.644], [-1.188, 3.255, -2.551], [-0.721, 2.954, -1.020], [-0.282, 4.184, -0.299], [-0.177, 3.762, 0.950], [-5.191, 3.872, -0.757], [-3.297, 4.061, -0.378], [-4.417, 3.126, 0.822], [-4.745, 1.290, -0.731], [-4.814, 2.225, -2.997], [-3.378, 1.013, -2.862], [-2.673, 2.947, -4.149], [-2.147, 6.488, -3.439], [-2.511, 5.820, -1.704], [-0.448, 2.673, -3.255], [-1.475, 2.359, -0.355], [0.258, 2.276, -1.089], [0.628, 4.199, 1.396], [2.676, 2.814, 0.453], [3.776, 3.555, 0.883], [4.674, 3.005, 1.800], [4.464, 1.713, 2.297], [3.350, 0.981, 1.885], [2.461, 1.529, 0.952], [3.092, -0.363, 2.441], [2.116, -1.008, 2.077], [4.021, -0.915, 3.447], [3.757, -2.164, 4.025], [4.637, -2.699, 4.967], [5.786, -1.995, 5.328], [6.049, -0.748, 4.758], [5.159, -0.203, 3.823], [5.428, 1.132, 3.253], [6.435, 1.753, 3.573], [1.982, 3.239, -0.268], [3.937, 4.562, 0.504], [5.533, 3.587, 2.128], [1.597, 0.958, 0.615], [2.864, -2.721, 3.746], [4.427, -3.666, 5.418], [6.476, -2.415, 6.056], [6.945, -0.203, 5.048], [-3.519, -5.141, -4.393], [-2.470, -4.420, -4.963], [-1.544, -3.771, -4.146], [-1.673, -3.832, -2.753], [-2.736, -4.533, -2.183], [-3.655, -5.199, -3.005], [-2.911, -4.563, -0.717], [-3.842, -5.181, -0.216], [-1.953, -3.831, 0.136], [-2.141, -3.803, 1.524], [-1.232, -3.124, 2.339], [-0.132, -2.481, 1.772], [0.054, -2.502, 0.389], [-0.864, -3.170, -0.431], [-0.679, -3.157, -1.896], [0.285, -2.588, -2.395], [-4.235, -5.655, -5.030], [-2.372, -4.365, -6.045], [-0.724, -3.214, -4.598], [-4.479, -5.759, -2.568], [-2.995, -4.305, 1.974], [-1.382, -3.099, 3.416], [0.580, -1.958, 2.407], [0.912, -1.993, -0.046]], "forces_ev_per_angstrom": [[-0.278, 0.456, 1.085], [0.217, 0.459, -0.130], [-0.991, 0.581, -0.728], [-0.671, -1.232, -3.177], [1.597, -3.734, 0.390], [-0.444, 0.381, 1.912], [0.943, -3.091, -1.539], [-0.391, 3.630, 1.285], [0.917, -1.708, -0.238], [-0.985, 0.015, -5.009], [1.566, -0.847, 6.078], [1.874, -0.797, 0.696], [-2.085, -1.694, -0.327], [0.273, 0.369, -2.284], [0.956, 1.240, -0.496], [2.132, -0.163, 0.730], [-0.500, 1.906, 0.928], [-0.076, 0.030, 2.216], [0.219, 0.396, -1.149], [-0.209, 0.900, 1.386], [-1.737, 1.012, 1.087], [1.124, 1.354, -1.262], [-1.930, 1.138, 0.165], [-1.600, -0.669, -1.539], [0.062, -0.208, 0.030], [0.157, -0.302, 0.245], [-0.155, 0.103, -0.145], [-0.042, 0.472, -0.228], [-0.280, 0.343, -0.399], [0.097, 0.146, -0.024], [-0.925, -0.293, -0.521], [1.211, 0.623, 0.188], [0.163, -0.526, 0.467], [0.235, -0.123, 0.245], [-0.181, 0.229, -0.274], [-0.042, 0.314, -0.216], [-0.092, -0.293, 0.128], [0.188, -0.541, 0.434], [1.087, 0.973, 0.193], [-0.522, -0.436, -0.099], [0.107, -0.072, 0.113], [-0.030, -0.192, 0.052], [-0.153, -0.297, 0.014], [0.196, 0.095, 0.179], [0.188, 0.247, -0.064], [0.021, 0.178, -0.103], [-0.118, 0.092, -0.137], [-0.285, 0.014, -0.188], [0.058, 0.049, 0.373], [0.195, 0.118, 0.320], [-0.212, -0.162, -0.228], [-0.282, -0.180, -0.607], [-0.192, -0.169, -0.623], [0.041, 0.028, -0.337], [-0.959, -0.594, 0.711], [0.429, 0.253, -0.306], [0.091, 0.149, 0.548], [0.173, 0.123, 0.243], [-0.250, -0.244, -0.534], [-0.295, -0.172, -0.010], [-0.074, -0.023, 0.262], [0.257, 0.200, 0.568], [1.252, 0.814, -0.480], [-0.623, -0.427, 0.256], [0.116, 0.093, 0.132], [-0.001, 0.004, 0.202], [-0.142, -0.095, 0.293], [0.253, 0.206, 0.065], [0.156, 0.057, -0.297], [0.001, -0.006, -0.194], [-0.529, -0.360, -0.333], [-0.274, -0.137, 0.010]], "mulliken_charge": [-0.64, -0.29, -0.77, 0.03, -0.62, 0.85, -0.76, 0.10, -0.01, -0.13, -0.47, 0.24, 0.13, 0.27, 0.25, 0.27, 0.28, 0.07, -0.27, -0.35, 0.19, 0.25, 0.09, 0.31, -0.77, -0.80, -0.55, 0.40, -0.08, 0.08, 0.26, -0.49, 0.21, -0.50, -0.59, -0.45, -0.64, 0.30, 0.56, -0.71, 0.67, 0.44, 0.44, 0.49, 0.45, 0.40, 0.38, 0.45, -0.43, -0.47, -0.56, 0.15, 0.16, -0.56, 0.71, -0.70, 0.06, -0.58, -0.94, -0.10, -0.33, -0.04, 0.60, -0.69, 0.38, 0.39, 0.46, 0.44, 0.45, 0.42, 0.67, 0.53], "charge": -1, "orbital_gap_ha": 0.1238, "total_energy_ha": -1956.32228}

***

2.
{"formula": "C33H29BrGeN5O2S2W", "method": "wB97M-V/def2-TZVPD", "elements": ["W", "C", "C", "N", "N", "C", "S", "N", "N", "H", "H", "H", "H", "H", "H", "O", "C", "O", "C", "C", "C", "C", "C", "C", "S", "H", "H", "H", "H", "Br", "C", "C", "C", "N", "C", "C", "H", "H", "H", "H", "C", "C", "C", "C", "C", "C", "Ge", "C", "C", "C", "C", "C", "C", "C", "C", "C", "C", "C", "C", "H", "H", "H", "H", "H", "H", "H", "H", "H", "H", "H", "H", "H", "H", "H"], "positions_angstrom": [[-0.180, 0.255, 0.397], [5.174, -0.855, 0.957], [4.085, -0.671, 1.943], [4.190, -0.691, 3.228], [2.930, -0.457, 3.701], [2.030, -0.311, 2.739], [0.356, -0.038, 2.837], [2.753, -0.443, 1.606], [2.152, -0.303, 0.356], [6.102, -1.018, 1.498], [5.287, 0.030, 0.328], [4.987, -1.718, 0.316], [2.770, -0.413, 4.697], [2.298, -1.139, -0.208], [2.548, 0.492, -0.145], [-0.286, 0.851, -3.338], [-0.002, 1.418, -2.320], [0.604, 0.726, -1.317], [-0.233, 2.856, -2.064], [-0.253, 3.690, -3.177], [-0.497, 5.046, -3.039], [-0.754, 5.577, -1.779], [-0.756, 4.752, -0.666], [-0.484, 3.393, -0.796], [-0.570, 2.470, 0.714], [-0.075, 3.257, -4.152], [-0.496, 5.686, -3.910], [-0.963, 6.632, -1.662], [-0.981, 5.159, 0.312], [-0.119, -6.264, -1.832], [-0.091, -4.503, -1.224], [-0.184, -3.445, -2.115], [-0.205, -2.159, -1.618], [-0.137, -1.887, -0.300], [-0.002, -2.924, 0.553], [0.021, -4.236, 0.138], [-0.259, -3.609, -3.180], [-0.271, -1.315, -2.289], [0.062, -2.672, 1.605], [0.115, -5.035, 0.860], [-4.984, 4.048, -1.477], [-4.101, 3.473, -2.380], [-3.431, 2.305, -2.050], [-3.633, 1.703, -0.806], [-4.534, 2.278, 0.090], [-5.204, 3.447, -0.246], [-2.671, 0.085, -0.367], [-2.479, -0.273, 1.584], [-2.472, -1.606, 2.044], [-2.681, -1.914, 3.375], [-2.902, -0.890, 4.289], [-2.928, 0.436, 3.871], [-2.723, 0.740, 2.540], [-3.188, -1.443, -1.455], [-3.745, -2.624, -0.963], [-4.044, -3.675, -1.822], [-3.808, -3.550, -3.183], [-3.294, -2.365, -3.690], [-2.986, -1.320, -2.834], [-5.513, 4.955, -1.738], [-3.939, 3.929, -3.348], [-2.749, 1.875, -2.775], [-4.740, 1.815, 1.046], [-5.908, 3.883, 0.451], [-2.326, -2.408, 1.336], [-2.690, -2.945, 3.703], [-3.072, -1.129, 5.331], [-3.112, 1.227, 4.586], [-2.758, 1.773, 2.223], [-3.998, -2.726, 0.084], [-4.486, -4.582, -1.430], [-4.052, -4.366, -3.851], [-3.142, -2.252, -4.756], [-2.574, -0.407, -3.251]], "forces_ev_per_angstrom": [[-0.205, 0.215, 0.388], [0.004, -0.013, 0.024], [0.002, -0.036, -0.091], [0.055, 0.074, 0.046], [-0.042, -0.074, 0.007], [0.029, 0.063, 0.056], [-0.097, -0.027, -0.002], [0.038, -0.006, 0.003], [-0.015, 0.070, -0.082], [0.005, 0.003, -0.012], [0.003, 0.006, 0.005], [-0.005, -0.005, 0.004], [-0.005, -0.010, -0.006], [-0.013, -0.024, 0.023], [0.019, -0.013, 0.018], [-0.024, 0.020, -0.127], [0.022, -0.099, 0.153], [0.023, 0.037, -0.267], [-0.020, 0.092, -0.058], [0.033, -0.005, 0.031], [-0.030, 0.079, 0.152], [0.035, -0.094, -0.146], [-0.023, 0.008, 0.071], [-0.021, -0.046, -0.011], [0.017, -0.122, -0.036], [-0.002, -0.009, -0.004], [-0.011, 0.005, -0.002], [0.004, 0.005, -0.001], [0.007, -0.008, -0.004], [0.009, 0.001, -0.013], [-0.023, 0.005, -0.005], [-0.016, -0.015, 0.021], [0.001, -0.066, 0.017], [0.039, -0.080, 0.041], [-0.056, -0.026, -0.044], [0.009, 0.031, 0.034], [0.000, -0.008, -0.002], [-0.022, 0.040, -0.014], [0.016, -0.020, 0.011], [0.005, 0.002, 0.002], [0.016, -0.016, -0.009], [-0.034, 0.048, -0.020], [0.029, -0.059, 0.035], [-0.002, 0.026, 0.050], [-0.007, 0.044, -0.032], [-0.011, -0.004, 0.015], [0.033, -0.051, -0.172], [0.069, 0.044, 0.083], [0.008, -0.022, -0.073], [-0.022, 0.008, -0.031], [-0.020, -0.006, 0.030], [-0.006, -0.004, -0.008], [0.088, -0.005, -0.119], [0.004, -0.009, -0.015], [0.004, 0.039, 0.021], [0.004, 0.036, 0.016], [-0.008, -0.019, -0.025], [-0.019, -0.025, -0.030], [0.049, 0.090, 0.087], [0.003, 0.005, 0.000], [0.001, 0.000, -0.001], [-0.021, -0.027, -0.003], [-0.013, -0.023, 0.011], [-0.001, -0.012, 0.005], [0.008, -0.045, -0.007], [0.008, -0.001, -0.014], [0.017, 0.006, 0.001], [-0.015, 0.002, -0.007], [0.042, 0.050, -0.004], [0.033, -0.012, 0.030], [0.000, 0.007, 0.011], [0.005, 0.002, 0.001], [0.012, 0.009, 0.003], [-0.003, -0.025, -0.012]], "mulliken_spin": [0.96, 0.00, 0.00, 0.00, 0.01, 0.01, 0.00, 0.01, 0.00, 0.00, 0.00, 0.00, 0.00, 0.00, 0.00, 0.00, 0.02, 0.06, 0.00, 0.01, -0.01, 0.01, -0.01, 0.02, -0.10, 0.00, 0.00, 0.00, 0.00, 0.00, 0.00, 0.00, 0.01, 0.05, 0.00, -0.01, 0.00, 0.00, 0.00, 0.00, 0.00, 0.00, 0.00, 0.00, -0.01, 0.00, 0.01, 0.03, -0.01, 0.01, 0.00, 0.00, -0.06, 0.00, 0.00, 0.00, 0.00, 0.00, 0.00, 0.00, 0.00, 0.00, 0.00, 0.00, -0.01, 0.00, 0.00, 0.00, 0.00, 0.00, 0.00, 0.00, 0.00, 0.00], "multiplicity": 2, "charge": 2, "orbital_gap_ha": [0.2400, 0.2565], "total_energy_ha": -7213.11539}